(1)
The following is a DFT calculation (ωB97M-V/def2-TZVPD) of a cluster of 2 separate species, C3H9NO2 in total.

Geometry as XYZ:
```
15
Properties=species:S:1:pos:R:3:forces:R:3
C -1.37759 -3.08849 2.58383 0.06 0.34 -0.22
C 0.06686 -2.75762 2.52706 0.38 -0.32 -1.10
O 0.68440 -3.00342 1.52444 0.63 -0.36 -0.53
H -1.85013 -2.12961 2.79583 -0.67 -0.34 0.28
H -1.57538 -3.41171 1.58248 -0.42 0.18 -0.77
H -1.70744 -3.94168 3.15419 0.09 0.17 1.02
H 0.60008 -2.14952 3.23428 -0.08 0.34 1.32
N 1.48219 2.56393 -1.94558 -1.93 1.07 0.54
C 0.17489 2.62697 -2.53558 0.16 -0.79 -0.02
O -0.98795 2.96362 -1.68921 1.47 -1.05 -1.82
H 2.13506 3.19470 -2.39971 0.39 -1.15 0.83
H 1.55940 1.66900 -1.49328 1.60 0.39 -0.06
H 0.03040 1.61622 -2.88482 -1.12 -0.22 -0.23
H 0.33673 3.23242 -3.41686 -0.95 0.72 -0.18
H -0.66062 3.60582 -1.08682 0.37 1.02 0.94
```
Forces are in eV/Å.

ΔE to the lowest compared entry with this formula, charge and spin = 2.6726 eV
SMILES = CC=O.NCO
Kohn-Sham gap = 0.3794 Ha

***

(2)
The following is a DFT calculation (ωB97M-V/def2-TZVPD) of a cluster of 3 separate species, C32H25NO7P in total.

Geometry as XYZ:
```
66
Properties=species:S:1:pos:R:3:forces:R:3
O 8.31579 0.31637 -1.21905 -0.29 0.07 1.31
P 7.93339 0.14540 -2.60253 1.40 0.72 0.67
O 8.99590 0.86772 -3.53601 -1.24 -0.33 -0.95
O 7.91489 -1.38062 -3.03951 -0.89 -0.03 -0.76
C 6.30556 0.94718 -2.87893 -0.90 -1.51 -0.17
C 5.41529 0.49271 -1.69309 -0.72 1.89 0.81
C 4.33958 -0.37212 -2.19798 1.39 0.54 0.42
N 4.36047 -0.33830 -3.46784 -1.34 -0.27 -0.66
C 5.43804 0.43370 -4.06042 2.37 -1.07 -0.68
H 8.53917 1.14060 -4.35162 0.75 0.08 -0.11
H 7.37767 -1.91782 -2.43534 0.44 -0.06 -0.03
H 6.46347 2.01502 -2.92299 -0.03 0.23 0.28
H 5.86738 0.23965 -0.74362 0.37 -0.39 -0.06
H 4.83915 1.39937 -1.44347 -0.16 -0.04 0.46
H 3.66344 -0.91277 -1.55657 -0.43 -0.14 -0.16
H 3.68484 -0.81938 -4.05483 0.00 0.03 0.06
H 6.06523 -0.32729 -4.53458 -0.20 -0.04 -0.51
H 5.18289 1.11285 -4.86062 -0.68 0.40 0.27
C -1.48107 0.45270 3.67672 0.03 0.00 -0.07
C -1.32397 0.47177 2.29499 -0.08 -0.01 0.01
C -0.05560 0.47171 1.74183 -0.10 -0.01 -0.03
C 1.06301 0.46418 2.56725 0.05 0.02 0.08
C 0.90270 0.46744 3.95620 0.08 0.00 -0.14
C -0.37131 0.45091 4.50526 -0.15 0.01 0.04
C 2.08426 0.50636 4.86022 -0.08 0.00 0.28
O 1.95004 0.50426 6.06338 0.02 0.00 -0.01
C 3.44098 0.55676 4.24566 0.00 0.01 -0.13
C 4.55611 0.64989 5.06763 0.14 0.01 0.06
C 5.82433 0.68551 4.51373 -0.01 -0.01 -0.05
C 5.98576 0.61969 3.13406 0.04 0.00 0.00
C 4.87642 0.53188 2.31240 0.14 0.01 0.08
C 3.59967 0.50858 2.85958 -0.11 -0.01 0.00
C 2.41596 0.44772 1.96032 -0.03 0.01 -0.18
O 2.55221 0.39129 0.74644 0.21 -0.09 -0.18
H -2.47342 0.44427 4.10722 0.00 0.00 0.00
H -2.19342 0.48522 1.64966 0.00 -0.01 0.00
H 0.06685 0.48216 0.66803 0.09 -0.01 0.01
H -0.49280 0.44122 5.57948 0.12 0.02 0.02
H 4.42939 0.69797 6.14023 -0.13 -0.02 -0.01
H 6.69082 0.76318 5.15641 0.00 0.00 0.00
H 6.97815 0.64135 2.70251 0.00 0.00 0.00
H 4.99919 0.48602 1.24059 -0.11 0.02 -0.01
C -5.85798 -4.07416 -2.39716 0.06 0.02 0.00
C -4.61174 -3.50410 -2.15880 -0.05 -0.01 0.00
C -4.52016 -2.20894 -1.68004 0.10 -0.12 -0.04
C -5.67431 -1.47190 -1.44701 -0.13 0.01 -0.02
C -6.92417 -2.03718 -1.70773 0.11 0.10 0.04
C -7.01105 -3.34270 -2.17294 0.02 -0.14 -0.06
C -8.17399 -1.25020 -1.50924 -0.26 -0.10 -0.04
O -9.25859 -1.74312 -1.73127 0.02 0.00 0.00
C -8.05476 0.15738 -1.03943 0.15 0.02 0.00
C -9.20228 0.92655 -0.90022 -0.12 0.10 0.02
C -9.10862 2.23271 -0.45211 0.06 0.02 0.02
C -7.86810 2.77474 -0.13242 -0.05 -0.02 -0.01
C -6.72036 2.01468 -0.27398 -0.03 0.14 0.04
C -6.80694 0.70731 -0.73585 -0.07 -0.11 -0.04
C -5.56127 -0.08588 -0.91456 0.21 0.13 0.06
O -4.47632 0.38776 -0.63713 0.05 -0.03 0.02
H -5.92767 -5.08993 -2.76319 0.00 0.00 0.00
H -3.71133 -4.07457 -2.34582 0.00 -0.01 0.01
H -3.55268 -1.76571 -1.48892 -0.05 0.10 0.06
H -7.98080 -3.78170 -2.36201 -0.06 0.11 0.02
H -10.16622 0.50302 -1.14581 0.05 -0.11 -0.01
H -10.00359 2.83171 -0.34898 0.00 0.00 0.01
H -7.79849 3.79389 0.22408 0.00 0.00 0.00
H -5.75505 2.43599 -0.03025 0.06 -0.09 -0.04
```
Forces are in eV/Å.

charge = +1
Kohn-Sham gap = 0.2462 Ha

***

(3)
The following is a DFT calculation (ωB97M-V/def2-TZVPD) of a structure of composition C3H7Ag3FO.

Geometry as XYZ:
```
15
Properties=species:S:1:pos:R:3:forces:R:3
Ag -0.77072 2.65045 0.06257 0.02 0.77 0.12
Ag 2.04977 1.20929 -1.75239 0.44 0.49 -0.09
Ag 1.31972 5.45471 -1.10110 0.18 -0.60 0.15
F 1.50458 3.25300 -0.71133 -0.59 0.22 -0.29
C 0.45932 -1.40467 1.18147 2.05 0.99 1.64
C -0.06530 -0.78951 -0.14097 1.35 3.46 1.08
C -1.52372 -1.19869 -0.20000 -1.78 1.01 -1.15
O 0.23165 0.63190 -0.34779 -0.67 -5.65 0.68
H -0.10861 -0.97392 2.00610 -0.72 -0.35 0.01
H 1.44429 -1.07313 1.51014 0.53 0.20 -0.55
H 0.56409 -2.48920 1.15144 -0.76 -0.06 -0.41
H 0.34387 -1.47210 -0.88580 1.05 0.15 -1.26
H -1.95004 -1.20624 0.80314 -0.12 -0.13 -0.16
H -1.55027 -2.15517 -0.72205 -0.23 -0.18 0.26
H -1.94861 -0.43671 -0.85343 -0.76 -0.32 -0.01
```
Forces are in eV/Å.

2S+1 = 5
charge = +3
Kohn-Sham gap (alpha / beta) = 0.2106 / 0.2166 Ha

***

(4)
The following is a DFT calculation (ωB97M-V/def2-TZVPD) of the molecule C17H28N4O3.

Geometry as XYZ:
```
52
Properties=species:S:1:pos:R:3:forces:R:3
O -0.63092 4.18997 -0.87944 -0.29 0.06 -0.07
C 0.32096 3.45710 -0.99312 0.56 -0.02 0.14
N 0.21936 2.09364 -1.06492 0.09 -0.58 0.00
C -0.96950 1.37693 -1.06737 -0.55 0.12 -0.02
C -2.27959 1.79925 -1.16520 0.22 0.16 0.03
C -3.02233 0.61392 -1.12701 0.36 0.01 0.01
N -2.24173 -0.44064 -1.01759 -0.56 -0.61 -0.11
N -0.98795 0.02028 -0.98018 0.07 0.78 -0.11
C 0.15674 -0.85044 -0.82426 0.52 -0.35 0.10
C 0.73541 -0.74957 0.59434 -0.24 0.05 0.04
C -0.19340 -1.41746 1.60389 0.25 0.14 -0.02
N -0.33192 -2.82273 1.27119 0.02 0.02 0.12
C -0.98055 -3.59252 2.31675 -0.05 -0.31 -0.03
C -0.52021 -5.06164 2.29863 0.55 0.45 -0.06
O -1.26112 -5.83428 3.20607 -0.21 -0.13 0.36
C 0.97802 -5.13664 2.62013 -0.18 -0.27 -0.59
O 1.14717 -4.73398 3.96796 0.01 0.14 0.30
C -1.01721 -2.94959 -0.00596 -0.03 -0.12 -0.16
C -0.19773 -2.30822 -1.12289 -0.25 0.09 0.01
C 1.76951 3.92589 -1.09474 -0.15 0.13 0.11
C 2.24245 3.83351 -2.56368 0.00 0.01 -0.17
C 2.13444 5.26395 -3.08438 0.17 0.01 0.01
C 2.59218 6.09239 -1.88953 -0.08 0.01 -0.04
C 1.90391 5.40872 -0.70728 0.03 0.07 0.11
H 1.07027 1.55844 -1.15815 -0.06 0.19 0.02
H -2.62646 2.80630 -1.24449 -0.01 0.19 -0.01
H -4.08578 0.49240 -1.17731 -0.22 -0.06 0.00
H 0.91594 -0.52535 -1.55339 -0.14 -0.06 0.09
H 0.88432 0.29477 0.87604 0.05 0.03 -0.03
H 1.70004 -1.25893 0.61175 0.06 0.01 0.02
H 0.24391 -1.33414 2.60168 -0.07 0.02 -0.03
H -1.16722 -0.89727 1.60746 0.03 -0.02 0.07
H -2.07857 -3.56633 2.23724 0.04 0.01 0.04
H -0.69938 -3.17872 3.28823 -0.06 0.02 -0.03
H -0.69522 -5.50297 1.31338 0.10 0.08 0.03
H -0.96429 -5.58248 4.09063 -0.03 -0.08 -0.02
H 1.51582 -4.46906 1.93753 -0.05 -0.08 0.04
H 1.33205 -6.16695 2.48473 -0.08 0.08 -0.02
H 2.08183 -4.77383 4.18862 -0.08 -0.01 0.03
H -1.14455 -4.00977 -0.22974 -0.03 0.00 -0.04
H -2.01000 -2.47575 0.02451 0.13 -0.21 0.05
H 0.73554 -2.86070 -1.24293 0.03 0.02 -0.02
H -0.76353 -2.36166 -2.05271 0.06 -0.02 -0.05
H 2.38143 3.28573 -0.45276 -0.06 -0.01 -0.03
H 1.64494 3.13431 -3.14985 0.07 -0.08 -0.02
H 3.28360 3.50660 -2.59693 0.00 -0.03 -0.02
H 2.73818 5.42904 -3.97563 -0.05 0.01 -0.08
H 1.09406 5.49466 -3.31566 -0.06 0.03 -0.06
H 2.31771 7.14200 -1.97472 0.06 0.07 0.01
H 3.67744 6.02695 -1.78822 0.05 0.04 -0.03
H 2.45456 5.53832 0.22301 -0.04 0.01 0.05
H 0.90089 5.81731 -0.57269 0.07 -0.02 0.05
```
Forces are in eV/Å.

ΔE to the lowest compared entry with this formula, charge and spin = 3.0074 eV
SMILES = O=C(Nc1ccnn1C1CCN(C[C@H](O)CO)CC1)C1CCCC1
Kohn-Sham gap = 0.3250 Ha

***

(5)
The following is a DFT calculation (ωB97M-V/def2-TZVPD) of a structure of composition C36H99F2N10O13PbS2.

Geometry as XYZ:
```
163
Properties=species:S:1:pos:R:3:forces:R:3
Pb 5.04847 -14.50949 -2.65755 -0.71 0.26 -0.31
N 7.41380 -14.66118 -1.97578 1.94 2.91 -3.36
S 8.28594 -15.58954 -1.16935 1.74 -7.46 8.05
O 9.17054 -14.96002 -0.17792 -1.34 -1.21 -2.55
O 8.65015 -16.87673 -1.80321 -0.77 3.03 1.45
F 7.06418 -16.05786 -0.17875 0.17 0.11 -0.21
S 8.82909 -14.27596 -2.90581 2.98 3.52 -5.40
O 9.20528 -15.34098 -3.81387 -0.70 1.31 1.46
O 9.92654 -13.45062 -2.35537 -3.55 -1.89 -0.61
F 8.06835 -13.27257 -3.93472 0.11 -0.45 1.28
C 8.84977 -10.66489 -5.21584 1.14 1.73 0.69
C 8.72137 -9.09914 -5.14359 -0.43 -1.14 -2.14
C 8.55189 -8.47689 -6.55789 0.52 -0.92 0.90
O 9.67454 -8.86929 -7.37657 -1.88 0.73 1.84
C 9.67301 -8.17370 -8.56673 1.13 -0.15 -1.45
N 7.53934 -8.83184 -4.37684 -0.52 0.56 0.25
H 9.17115 -10.90617 -4.20262 -0.25 -0.61 0.11
H 9.67439 -10.96282 -5.86341 -0.24 -0.03 -0.21
H 7.90508 -11.14935 -5.46269 0.05 0.20 -0.13
H 9.59818 -8.64432 -4.68268 0.46 -0.25 -0.13
H 8.39363 -7.40737 -6.41943 0.78 0.50 -0.26
H 7.60675 -8.76968 -7.01517 -0.12 -0.64 -0.12
H 8.78633 -8.26363 -9.19428 -0.41 -0.32 0.26
H 10.49358 -8.67292 -9.08202 0.05 0.52 -0.61
H 9.85866 -7.10193 -8.49646 0.23 0.15 0.42
H 7.72981 -9.10366 -3.42293 -0.33 -0.49 -0.07
H 7.44755 -7.83356 -4.25381 -0.29 0.48 -0.34
C 4.83447 -10.46273 -2.05178 -1.06 2.14 -0.72
C 6.11435 -11.20344 -1.88548 -0.40 0.02 0.37
C 7.19970 -10.54495 -1.03350 -0.22 1.24 -0.62
O 7.68007 -9.39939 -1.77668 0.10 -1.43 1.75
C 8.88445 -8.89733 -1.26034 1.36 1.23 -0.32
N 5.67882 -12.41427 -1.18918 1.32 -1.03 -0.45
H 4.98907 -9.42825 -2.35842 0.16 0.19 0.29
H 4.18909 -10.47356 -1.17344 0.46 0.18 0.52
H 4.11537 -10.79025 -2.80261 0.51 -0.80 -0.43
H 6.58255 -11.42608 -2.84428 -0.15 -0.23 -0.08
H 8.00721 -11.23799 -0.79744 0.22 -0.22 -0.43
H 6.84069 -10.23728 -0.05138 -0.36 0.23 0.12
H 9.71950 -9.57970 -1.10168 -0.49 -0.93 0.20
H 8.80339 -8.27794 -0.36709 -0.50 -0.17 0.20
H 9.33104 -8.25201 -2.01679 -0.38 0.32 -0.23
H 6.55842 -12.89917 -1.08304 0.18 -0.57 0.80
H 5.43526 -12.11740 -0.25502 -0.34 -0.23 0.40
C 7.29262 -12.52279 4.33213 -0.76 -0.12 -0.07
C 7.39771 -13.63602 3.27361 -0.51 0.03 1.10
C 6.07317 -14.42857 3.11469 0.99 0.23 -0.60
O 5.88002 -15.28653 4.15456 -1.29 -1.47 2.24
C 4.64505 -16.02593 4.09749 0.89 -0.14 1.27
N 7.78925 -13.10628 2.00210 -0.29 0.60 -1.20
H 6.41111 -11.89817 4.18755 -0.19 0.02 -0.44
H 8.12450 -11.81847 4.33185 0.22 -0.34 0.04
H 7.12541 -12.94413 5.32340 0.43 -0.11 0.04
H 8.20120 -14.30808 3.57503 -0.34 -0.55 0.57
H 6.18495 -15.12642 2.28487 -0.12 0.60 -1.18
H 5.19425 -13.78666 3.05502 0.02 0.52 -0.63
H 4.74677 -16.77926 4.87868 0.25 -0.39 -0.35
H 4.43948 -16.49452 3.13507 0.26 0.04 -0.20
H 3.75009 -15.52172 4.46208 0.03 0.95 -0.44
H 7.97386 -13.87849 1.37782 0.02 -0.19 -0.19
H 8.69555 -12.67503 2.11500 0.20 0.47 -0.03
C 7.80878 -22.75794 -4.31532 -0.70 0.23 1.11
C 8.24004 -21.64377 -5.22687 1.01 -0.87 0.69
C 8.88980 -20.35646 -4.65272 0.12 -0.18 0.23
O 9.30488 -19.50382 -5.72634 -0.69 -0.03 -0.02
C 9.92994 -18.32689 -5.26921 0.70 -0.02 0.50
N 9.19007 -22.26445 -6.16061 -0.84 1.77 -1.36
H 6.95734 -22.45078 -3.70803 0.11 0.06 0.50
H 8.61735 -23.13423 -3.68866 -0.02 0.03 0.10
H 7.41024 -23.58646 -4.90083 0.32 0.08 -0.25
H 7.31614 -21.34245 -5.72054 0.26 0.15 -0.74
H 9.80171 -20.54618 -4.08658 0.06 -0.56 0.31
H 8.22041 -19.83083 -3.97174 -0.37 0.27 0.06
H 9.29997 -17.72403 -4.61516 -0.32 0.14 -0.29
H 10.35717 -17.75960 -6.09611 -0.59 -0.02 -0.23
H 10.80052 -18.52364 -4.64352 0.24 -0.53 0.19
H 10.07437 -22.59127 -5.79826 -0.19 -0.19 0.95
H 9.43463 -21.36573 -6.55125 0.98 -0.33 -1.66
C 4.99531 -12.95686 -7.14504 -0.35 -0.22 -1.18
C 5.00569 -13.69460 -5.83089 -0.32 -0.74 -1.41
C 5.89614 -14.91443 -5.97452 -0.06 0.23 0.10
O 5.95927 -15.66895 -4.75968 -0.49 -0.27 0.16
C 6.70979 -16.88680 -4.94339 0.55 0.39 -0.45
N 5.44278 -12.82103 -4.80114 0.38 0.84 1.30
H 4.41769 -12.03258 -7.15784 -0.22 -0.06 0.42
H 4.54152 -13.60449 -7.89520 0.13 0.09 -0.31
H 5.98948 -12.66585 -7.48418 0.26 -0.23 0.09
H 3.99164 -14.05064 -5.64915 -0.25 0.07 0.35
H 6.88590 -14.55180 -6.25201 0.37 -0.24 -0.02
H 5.50339 -15.54023 -6.77590 0.06 -0.10 -0.05
H 7.65196 -16.54105 -5.36870 0.19 -0.57 0.09
H 6.23640 -17.59272 -5.62580 -0.33 0.26 -0.19
H 6.88588 -17.42474 -4.01187 -0.03 0.54 0.21
H 6.38763 -12.53220 -5.01078 0.62 -0.33 0.16
H 4.98585 -11.93784 -4.97798 -0.64 0.34 0.54
C 10.84379 -13.46702 3.89391 0.64 0.83 -0.38
C 12.12274 -12.78090 3.32310 0.85 -1.99 1.15
C 11.81214 -11.54280 2.50082 0.64 1.24 1.25
O 10.67234 -11.52352 1.71113 -1.02 -1.10 -0.78
C 10.73673 -12.24296 0.49505 0.98 0.57 -0.60
N 13.10616 -12.55026 4.45747 -1.03 0.91 0.04
H 11.11420 -14.03800 4.78214 -0.17 -0.03 -0.07
H 10.41990 -14.12378 3.13425 0.04 -0.13 0.03
H 10.08098 -12.72714 4.13642 0.11 -0.01 0.27
H 12.63651 -13.57977 2.78836 -0.32 0.14 -1.08
H 12.67643 -11.17806 1.94579 0.29 -0.23 -0.27
H 11.56731 -10.74106 3.19751 0.37 0.01 0.48
H 11.51919 -11.84396 -0.15043 0.24 0.63 -0.14
H 9.81009 -12.06678 -0.05121 -0.05 -0.55 0.32
H 11.07923 -13.27633 0.54948 -0.82 -0.36 0.53
H 13.98781 -12.11028 4.23567 -0.17 0.30 -0.63
H 13.38265 -13.41782 4.89452 -0.40 -0.26 -0.12
C 12.34218 -21.69693 1.90213 0.88 0.67 -1.24
C 11.36383 -20.57536 2.27922 1.44 0.34 0.34
C 10.31573 -20.16481 1.26193 0.23 -1.71 -0.70
O 10.90925 -19.61387 0.11373 -0.68 0.65 0.01
C 10.03486 -19.61648 -0.99725 0.56 0.36 -0.68
N 10.83084 -20.94974 3.54258 -1.26 -0.40 0.91
H 12.86269 -21.48160 0.96896 -0.23 0.22 -0.34
H 11.95058 -22.70311 1.75259 -0.53 0.09 0.37
H 13.18207 -21.73465 2.59585 -0.41 -0.09 0.45
H 11.94737 -19.70460 2.57812 0.40 0.32 -0.78
H 9.47726 -19.60274 1.67321 0.23 0.72 0.23
H 9.85150 -21.09704 0.94015 -0.36 -0.53 -0.03
H 10.54990 -19.05351 -1.77564 0.14 -0.27 -0.16
H 9.08143 -19.09306 -0.92594 -0.11 0.13 0.90
H 9.80302 -20.62286 -1.34591 0.19 -0.31 0.02
H 10.27665 -21.78531 3.42090 -0.25 -0.29 0.28
H 10.20472 -20.21699 3.84444 -0.23 0.00 0.42
C 4.14397 -18.61697 -0.34637 -0.97 0.09 0.64
C 3.94251 -17.20472 -0.90953 0.77 -1.03 0.13
C 3.87404 -16.10905 0.16310 1.03 -2.50 -1.13
O 3.55161 -14.90037 -0.42569 0.09 0.95 -0.81
C 2.91851 -14.02419 0.46606 -1.18 0.28 1.19
N 5.04585 -17.00168 -1.86384 0.06 0.29 -0.73
H 3.44432 -18.77266 0.47481 -0.02 -0.22 0.11
H 5.14093 -18.85687 0.02322 0.10 0.29 -0.10
H 3.85635 -19.32330 -1.12514 0.23 -0.15 0.04
H 3.05555 -17.30002 -1.53588 -0.37 0.68 0.27
H 4.90067 -16.05662 0.52556 -0.15 0.05 0.84
H 3.17765 -16.53768 0.88380 -0.20 0.84 0.39
H 1.89133 -14.37384 0.56970 -0.27 0.24 0.03
H 2.90269 -12.97326 0.17727 0.27 -0.26 -0.60
H 3.33341 -14.06274 1.47326 0.43 -0.10 -0.02
H 4.92847 -17.77738 -2.49993 -0.06 0.12 -0.86
H 5.94180 -17.24386 -1.46543 0.21 0.20 0.64
C 8.60579 -10.71768 -10.93410 0.19 -0.25 -1.14
C 8.67183 -12.17254 -10.41367 -1.92 0.99 3.51
C 9.09324 -12.18622 -8.81777 1.18 0.20 -1.81
O 9.09332 -13.50925 -8.32677 -0.40 0.24 -0.35
C 9.64243 -13.81585 -7.05442 0.03 -0.79 -0.85
N 7.29336 -12.75404 -10.39565 0.47 -0.49 -0.36
H 9.54108 -10.41188 -11.40294 0.24 0.02 0.32
H 8.26191 -9.89345 -10.30922 0.24 -0.59 0.80
H 7.89706 -10.63175 -11.75777 -0.14 -0.57 -0.21
H 9.30883 -12.82987 -11.00550 0.06 0.21 0.14
H 8.43065 -11.57099 -8.20904 -0.35 0.30 -0.26
H 10.09430 -11.76148 -8.74321 0.28 0.13 0.19
H 10.72655 -13.71736 -6.99883 0.19 0.22 -0.29
H 9.40960 -14.88058 -7.06980 0.20 -0.11 0.94
H 9.24104 -13.30635 -6.17841 -0.49 0.18 -0.22
H 7.36470 -13.53011 -9.75321 0.08 -0.77 -0.23
H 6.64390 -12.18614 -9.87050 0.03 0.91 -0.22
```
Forces are in eV/Å.

ΔE to the lowest compared entry with this formula, charge and spin = 7.5877 eV
charge = +1
Kohn-Sham gap = 0.2321 Ha

***

Number 1 is which compound?
C3H9NO2